Entry 1:
Formula: C26H48BCl2FN2O7P
Source: the Open Molecules 2025 dataset
Level of theory: ωB97M-V/def2-TZVPD

Calculated values
HOMO level: -0.412 Ha
Gap between HOMO and LUMO: 7.9 eV
E_LUMO: -3.276 eV
Total charge: +1

Atoms and positions in Å:
Cl (1.54292, -0.72676, 0.77960)
Cl (0.74257, -3.27973, 2.62519)
P (1.03241, 6.59390, 4.54272)
F (-1.27199, 2.05997, 1.84629)
O (0.42250, 5.82487, 3.20914)
O (3.69659, -5.90181, 0.02288)
O (2.41409, 6.90409, 3.95898)
O (-0.45178, 6.23154, 5.32648)
O (-3.45609, 0.37021, -4.13199)
O (0.37871, 8.09678, 4.27307)
O (5.29361, -5.70850, -1.61332)
N (-0.43923, -1.79744, -1.08862)
N (-0.98034, -1.93880, -3.32696)
C (3.24994, -7.30701, 0.02142)
C (-2.63375, -0.52767, 0.05160)
C (-1.75527, -1.15495, -1.11472)
C (-1.20719, -4.09481, 0.57207)
C (-0.35104, 6.06332, 6.74356)
C (-1.02482, -2.21761, -4.79529)
C (1.58636, 9.49315, 2.69779)
C (0.27084, -1.89354, 0.21719)
C (0.32382, -1.83165, -5.58554)
C (0.22030, 3.52420, 3.97504)
C (2.00921, -3.96699, -1.56669)
C (-0.09793, -3.02168, 1.01921)
C (-1.42993, -3.79097, -4.93913)
C (1.65336, -7.43739, -0.14336)
C (4.09079, -5.58474, -1.31730)
C (-1.34409, 1.73386, 0.44922)
C (0.04380, -2.29546, -2.34828)
C (1.22756, 9.23402, 4.14870)
C (0.95600, -3.05914, -6.43934)
C (0.82812, 4.48574, 2.96986)
C (1.38951, -3.05362, -2.73051)
C (2.93448, -5.08519, -2.30811)
C (-2.05009, -1.26428, -2.62181)
C (-2.75068, 1.07040, 0.02053)
C (-4.94074, -1.12361, -2.57520)
C (0.14428, 7.31922, 7.43825)
B (-3.47268, -0.65885, -3.10504)
H (1.43395, -8.45017, -0.64956)
H (-4.39973, 0.54554, -4.37785)
H (0.67634, 10.09609, 4.54025)
H (1.90942, 8.58710, 2.17640)
H (-2.30049, -0.88639, 1.08829)
H (2.38594, 10.23431, 2.62152)
H (1.14587, -1.45705, -4.88676)
H (-0.85202, -4.81346, -0.23744)
H (-1.17773, 2.68733, -0.16895)
H (0.48889, 4.22171, 1.96482)
H (-2.09953, -3.51816, 0.11668)
H (-4.79620, -1.81107, -1.67687)
H (-1.87864, -1.65406, -5.33004)
H (2.11898, -2.28178, -3.14681)
H (-1.83319, -4.03295, -5.98436)
H (-1.58568, -4.61812, 1.51876)
H (0.13692, 7.18601, 8.52249)
H (3.71865, -7.80160, -0.91135)
H (-2.31997, -3.95042, -4.21764)
H (1.40671, -3.87436, -5.76090)
H (-5.43287, -1.71997, -3.42139)
H (0.71794, 9.86597, 2.14851)
H (3.56187, -7.85018, 0.98629)
H (1.19618, -6.63786, -0.81322)
H (2.11503, 9.12576, 4.77471)
H (1.12721, -3.75612, -3.61018)
H (-1.34706, 5.80633, 7.11242)
H (0.17824, -3.50209, -7.14331)
H (-3.59781, 1.44383, 0.71121)
H (0.31281, 5.22001, 6.95691)
H (2.75731, -3.29583, -0.99570)
H (0.42581, 2.48936, 3.69449)
H (1.15464, -7.45131, 0.88874)
H (-2.99066, 1.48273, -1.02095)
H (-3.70698, -0.93783, -0.08097)
H (-0.60611, -4.49363, -4.58816)
H (1.80264, -2.63590, -7.08799)
H (-5.61641, -0.21549, -2.34723)
H (1.24679, -4.46499, -0.88608)
H (2.27210, -5.98495, -2.55114)
H (0.15257, -0.98367, -6.35008)
H (1.16889, 7.56094, 7.13546)
H (-0.86026, 3.66451, 4.04506)
H (-0.51965, 0.98283, 0.20091)
H (0.63608, 3.69102, 4.97350)
H (-0.47966, 8.17753, 7.18050)
H (3.43682, -4.69132, -3.25080)
H (1.92181, 4.41869, 2.98027)



Entry 2:
Formula: C26H48BIN2O8P
Source: the Open Molecules 2025 dataset
Level of theory: ωB97M-V/def2-TZVPD

Calculated values
Structure (SMILES): CC(=O)OCC[C@@H]1[C@H](P(O)O)C[C@@H](B(N)O)[C@@](CC[C@H](C)CCC=C(C)C)(C[C@@H](C)I)[N@H+]1CC(=O)OC(C)=O
HOMO level: -0.372 Ha
Gap between HOMO and LUMO: 6.9 eV
E_LUMO: -3.259 eV
Total charge: +1

Atoms and positions in Å:
I (0.49895, -0.93961, -3.43748)
P (0.37327, -1.62913, 2.91313)
O (3.30807, -4.17446, 2.85732)
O (3.59145, -1.95311, 3.18469)
O (0.38659, 4.32409, 0.08906)
O (3.00338, 2.85275, -2.52461)
O (3.42662, 0.71094, -3.13658)
O (-0.38910, -2.52760, 1.75344)
O (-0.69937, -1.12870, 4.04469)
O (3.65527, 4.85181, -1.74950)
N (1.73453, 0.31968, -0.32275)
N (2.20132, 3.41612, 1.36345)
C (1.20472, -0.06913, 2.21957)
C (-0.04560, 1.10218, -3.10874)
C (2.15630, -0.22151, 1.04451)
C (3.09701, 1.48808, -2.25523)
C (2.82283, -3.28577, 5.00969)
C (3.94096, 3.67834, -1.90263)
C (-3.19823, 0.73033, -0.01097)
C (-5.65974, -2.08323, -0.82203)
C (0.36768, 0.91860, -0.43275)
C (-2.11199, 0.04594, -0.87713)
C (0.65453, 1.94377, -4.20769)
C (-3.84180, -3.74287, -1.33888)
C (0.10408, 1.74789, -1.69867)
C (-5.02412, -2.89510, -1.69108)
C (-5.56846, -2.97263, -3.09578)
C (0.07608, 1.85541, 0.76551)
C (2.90128, 1.10034, -0.80057)
C (-4.85821, -1.21745, 0.10662)
C (2.80073, -1.60921, 0.85737)
C (0.27272, 1.19619, 2.15403)
C (3.26504, -3.21065, 3.58500)
C (5.26034, 3.11960, -1.41043)
C (-0.70817, -0.19395, -0.33361)
C (3.95234, -1.86279, 1.82724)
C (-3.11077, 0.54777, 1.50437)
C (-4.55250, 0.14482, -0.52312)
B (0.89021, 3.23681, 0.75081)
H (-5.34530, 0.86449, -0.34999)
H (-0.97288, 2.13231, 0.70913)
H (0.63747, 1.94243, 2.84947)
H (0.70755, 2.99013, -3.93085)
H (-3.92022, -1.73638, 0.30343)
H (2.75549, -2.28645, 5.42620)
H (5.62649, 2.31233, -2.03406)
H (-3.89062, -4.11534, -0.32335)
H (-0.52659, 4.14269, -0.14788)
H (2.16391, 3.64232, 2.34617)
H (-5.32316, -1.03954, 1.07396)
H (2.73395, 4.11938, 0.86696)
H (-4.41557, 0.00486, -1.59282)
H (1.69105, -0.52898, -0.90326)
H (3.29365, -1.59538, -0.11939)
H (-3.78591, -4.61291, -1.98292)
H (-1.61534, -1.04609, 3.73693)
H (-2.87050, -3.24601, -1.43773)
H (2.07840, -2.41939, 0.81209)
H (-0.66621, 0.86975, 2.58036)
H (-0.31778, -1.09310, -0.81297)
H (1.82679, 0.17067, 3.07245)
H (3.52147, -3.85776, 5.60769)
H (-6.73870, -2.06655, -0.76355)
H (-4.08025, 0.54262, 1.98333)
H (3.07375, 1.95129, -0.15386)
H (4.53330, -2.70457, 1.47140)
H (-3.23747, 1.79423, -0.23467)
H (-2.50994, -0.95101, -1.05581)
H (-2.59919, 1.40212, 1.94268)
H (1.83204, -3.71116, 5.06641)
H (0.82447, 2.55062, -1.83199)
H (5.94063, 3.95524, -1.39035)
H (-2.18351, 0.51918, -1.84875)
H (0.06946, 1.86112, -5.11622)
H (4.60248, -0.99176, 1.75737)
H (3.77530, 0.47740, -0.63390)
H (-0.81593, 2.28244, -1.50134)
H (3.01594, 0.36815, 1.34074)
H (-0.84179, -0.51871, 0.69246)
H (-5.52612, -3.97431, -3.51408)
H (1.62341, 1.53188, -4.45134)
H (5.13219, 2.81749, -0.37443)
H (-0.21049, -2.30260, 0.83728)
H (-6.60056, -2.64003, -3.07813)
H (-1.08051, 1.18828, -3.40237)
H (-4.98296, -2.26877, -3.67917)
H (-2.58000, -0.34114, 1.83846)



Entry 3:
Formula: C26H48ClPPd
Source: the Open Molecules 2025 dataset
Level of theory: ωB97M-V/def2-TZVPD

Calculated values
2S+1: 5
HOMO level (alpha / beta): -0.196 / -0.320 Ha
Gap between HOMO and LUMO (alpha / beta): 6.0 / 6.2 eV
ΔE to the lowest compared entry with this formula, charge and spin: 2.498 eV
E_LUMO (alpha / beta): 0.686 / -2.499 eV

Atoms and positions in Å:
Pd (-0.05430, 0.22701, 0.53704)
Cl (-2.53794, 0.23276, 0.16506)
P (0.14603, 0.30062, -2.06266)
C (0.10215, 2.10878, -2.54225)
C (-1.68504, -2.99743, 1.52972)
C (-2.86708, -2.40702, -3.16517)
C (-1.42317, -0.37991, -2.83242)
C (-0.21886, 1.97079, 1.25132)
C (1.57135, -0.51882, -3.00430)
C (-3.20272, -0.31709, -4.62224)
C (1.33132, -0.82216, -4.49048)
C (-3.36068, -1.83698, -4.50189)
C (1.00729, 4.82344, -3.27190)
C (0.53114, 2.42884, -3.98274)
C (0.87785, 2.95914, -1.53409)
C (0.19191, -1.01978, 2.13373)
C (3.85879, -1.21369, -4.77719)
C (0.66911, 4.45097, -1.82342)
C (-1.46311, -1.91267, -2.79565)
C (0.62429, -2.01925, 1.35457)
C (-1.13329, -0.88516, 2.87383)
C (-1.82118, 0.18116, -4.19794)
C (0.32219, 3.91104, -4.29655)
C (2.01203, 0.33332, 0.49788)
C (-0.24612, -3.16499, 1.01796)
C (4.06701, -0.67885, -3.35365)
C (-1.75563, -2.26191, 2.88546)
C (2.91465, 0.20982, -2.85772)
C (2.43693, -1.71504, -5.06429)
H (-0.97138, 2.34904, -2.42590)
H (2.89891, 1.13011, -3.45935)
H (-2.77788, -2.18315, 3.24389)
H (2.23899, 0.36872, 1.56960)
H (1.59036, 2.17643, -4.11875)
H (0.87228, -0.21880, 2.45924)
H (-1.07658, 1.80681, 1.98648)
H (2.09470, 4.76775, -3.41580)
H (4.55954, -2.03744, -4.95380)
H (0.66542, 1.93548, 1.94155)
H (0.71394, 5.86176, -3.46250)
H (1.66936, -2.03547, 1.06194)
H (1.63799, -1.48249, -2.46487)
H (-1.83737, 1.27835, -4.17429)
H (-3.38846, 0.00093, -5.65621)
H (-1.17720, -2.79211, 3.64384)
H (3.09324, 0.51841, -1.82006)
H (-3.55429, -2.10312, -2.36312)
H (1.29487, 0.12403, -5.05275)
H (2.28642, -1.80857, -6.14818)
H (-4.41697, -2.09317, -4.63649)
H (4.11520, -0.42802, -5.50011)
H (4.17089, -1.52671, -2.66276)
H (-2.86678, -3.50295, -3.20472)
H (5.00192, -0.10659, -3.30977)
H (-0.73373, -2.33206, -3.50327)
H (-0.75688, 4.11830, -4.30139)
H (-1.18729, -2.27693, -1.79341)
H (-2.17358, -0.02568, -2.09781)
H (-1.08705, -0.11313, -4.96181)
H (-0.38532, 4.68904, -1.63024)
H (0.56783, 2.70978, -0.49869)
H (-3.94965, 0.17806, -3.98670)
H (-0.95439, -0.41689, 3.85898)
H (-2.13854, -3.98440, 1.68030)
H (1.95170, 2.72951, -1.61533)
H (-0.02505, 1.83084, -4.71593)
H (-0.23865, -3.40618, -0.05434)
H (-2.81143, -2.32028, -5.32064)
H (1.27666, 5.04342, -1.12910)
H (0.70158, 4.11833, -5.30557)
H (0.36798, -1.32003, -4.64684)
H (2.29436, 1.25622, -0.00683)
H (-1.77651, -0.17368, 2.33085)
H (-2.27444, -2.45523, 0.78352)
H (0.21265, -4.01110, 1.53036)
H (2.39515, -0.58005, 0.02898)
H (2.32006, -2.72061, -4.63597)



In a.u., the energy values for the records above are, in order, -3041.72797 -2394.62493 -1948.61498.
In eV Å⁻¹, the maximum force values for the records above are, in order, 9.348 3.602 5.673.